# C5H12O2

A cluster of 2 separate species, C5H12O2 in total (wB97M-V/def2-TZVPD, OMol25).

XYZ file:
```
19
Properties=species:S:1:pos:R:3:lowdin_charge:R:1
C -2.69 -0.80 0.62 -0.1075
C -1.49 -0.31 1.36 -0.1095
C -0.29 0.01 0.87 -0.3529
O 0.70 0.39 1.73 0.0284
C 0.10 -0.07 -0.59 -0.1205
C 0.92 1.12 -1.10 -0.2323
O 2.17 1.13 -0.41 -0.1100
H -2.95 -1.83 0.91 0.0719
H -3.57 -0.18 0.83 0.0696
H -2.55 -0.81 -0.47 0.0568
H 2.93 -2.03 -0.92 0.0462
H -1.58 -0.24 2.45 0.1091
H -0.79 -0.16 -1.22 0.1084
H 1.47 0.66 1.21 0.0687
H 0.70 -0.98 -0.76 0.0946
H 2.96 -1.31 -0.74 0.0259
H 0.37 2.05 -0.92 0.1292
H 1.08 1.01 -2.18 0.1186
H 2.60 1.98 -0.56 0.1053
```

Its HOMO energy is -8.1 eV. Its SMILES is C/C=C(/O)CCO.[H][H]. As for the total energy: -348.12869 Eh. The value obtained for the lowest unoccupied orbital energy is 0.6 eV.